*1*
Here is 2 unconnected molecules or ions with the total composition C4H9NO from the Open Molecules 2025 dataset. Energies are from wB97M-V/def2-TZVPD.

Results
Spin multiplicity: 2
HOMO energy (spin up / spin down) in eV: 0.81 / -3.25
Gap between HOMO and LUMO (spin up / spin down) in Ha: 0.07530 / 0.22210
Total charge: -1

Geometry as XYZ:
```
15
C4H9NO (wB97M-V/def2-TZVPD)
C 4.0041 -0.4636 -0.1143
C 4.1850 1.6385 -1.0391
N 4.8802 0.6477 -0.5044
H 3.6665 -0.9801 -1.0318
H 4.4947 -1.3299 0.4223
H 3.1130 -0.1224 0.4669
H 4.5924 2.6357 -0.8803
H 3.1555 1.5823 -1.4613
O -5.0751 -1.0405 -0.2978
C -4.5898 -0.2713 0.4972
C -3.3449 -0.4782 1.2784
H -5.2066 0.6744 0.5603
H -3.5138 -0.1064 2.3068
H -3.1121 -1.5427 1.1723
H -2.4940 0.0970 0.9321
```

***

*2*
Here is 2 unconnected molecules or ions with the total composition C4H9NO from the Open Molecules 2025 dataset. Energies are from wB97M-V/def2-TZVPD.

Results
Spin multiplicity: 2
HOMO energy (spin up / spin down) in eV: -1.91 / -2.06
Gap between HOMO and LUMO (spin up / spin down) in Ha: 0.22647 / 0.23139
Total charge: -1

Geometry as XYZ:
```
15
C4H9NO (wB97M-V/def2-TZVPD)
C -0.1708 2.7106 -1.5686
C 0.4826 1.5551 -0.8340
C -0.3168 0.6175 -0.2875
N -0.1621 -0.6690 0.2576
C 0.6740 -0.3357 1.3558
H -0.5557 2.3843 -2.5408
H -0.9252 3.1717 -0.9441
H 0.5613 3.4339 -1.9506
H 1.5591 1.4564 -0.9446
H -1.3869 0.9091 -0.2612
H 1.7694 -0.3680 1.2670
H 0.3580 -0.0835 2.3726
H -0.5151 -3.8604 0.3382
H -0.2801 -2.3804 0.7243
O -0.4227 -3.2851 1.1034
```

***

Stability check: which of them is most stable? *1*.

***

*1*
Here is 3 unconnected molecules or ions with the total composition C5H12O2 from the Open Molecules 2025 dataset. Energies are from wB97M-V/def2-TZVPD.

Results
Spin multiplicity: 1
SMILES: C=C/C=C/C.O.O
HOMO energy in eV: -8.99
Gap between HOMO and LUMO in Ha: 0.34888
Total charge: 0

Geometry as XYZ:
```
19
C5H12O2 (wB97M-V/def2-TZVPD)
C 0.2160 -0.3637 -2.4946
C -0.3775 -0.3401 -1.1232
C -0.1409 -1.2860 -0.2171
C -0.6633 -1.2781 1.1672
C -1.4068 -0.3287 1.7295
H -0.3200 0.2315 -3.2258
H 0.3250 -1.3559 -2.9288
H 1.1952 0.1065 -2.4883
H -0.8109 0.6057 -0.8263
H 0.4861 -2.1309 -0.4786
H -0.5035 -2.1811 1.7477
H -1.7439 -0.4253 2.7538
H -1.6863 0.6065 1.2586
H -1.2310 2.5939 0.4535
H -0.2214 2.9190 1.5419
O -0.9094 3.3200 0.9966
H 2.0251 0.2891 0.8914
H 3.0206 -0.6554 0.1897
O 2.7471 -0.3272 1.0529
```

***

*2*
Here is C5H12O2 in the gas phase from the Open Molecules 2025 dataset. Energies are from wB97M-V/def2-TZVPD.

Results
Spin multiplicity: 1
SMILES: CC(C)(O)CCO
HOMO energy in eV: -9.53
Gap between HOMO and LUMO in Ha: 0.37864
Total charge: 0

Geometry as XYZ:
```
19
C5H12O2 (wB97M-V/def2-TZVPD)
C 0.6269 0.1649 0.3773
C 0.1040 0.6510 -0.9230
C -1.2465 -0.2830 -1.2267
C -0.1237 0.6500 1.5982
C 1.0256 -1.2980 0.4510
O 1.9770 1.0804 0.3195
O -2.3462 0.1314 -0.4598
H 2.6221 0.6950 -0.2847
H -3.1285 0.1482 -1.0217
H 0.7786 0.4618 -1.7566
H -0.2410 1.6799 -0.8663
H -1.0865 -1.3571 -1.0931
H -1.4310 -0.1312 -2.2984
H -1.1981 0.5500 1.4831
H 0.1929 0.1267 2.4977
H 1.7599 -1.4165 1.2462
H 0.1658 -1.9177 0.6983
H 0.0914 1.7057 1.7477
H 1.4574 -1.6416 -0.4887
```

***

*3*
Here is 2 unconnected molecules or ions with the total composition C5H12O2 from the Open Molecules 2025 dataset. Energies are from wB97M-V/def2-TZVPD.

Results
Spin multiplicity: 1
SMILES: CC(C)CC=O.O
HOMO energy in eV: -9.93
Gap between HOMO and LUMO in Ha: 0.39227
Total charge: 0

Geometry as XYZ:
```
19
C5H12O2 (wB97M-V/def2-TZVPD)
O -1.0019 -1.7747 1.0381
C -0.4942 -0.6809 0.7825
C -0.1866 -0.1310 -0.4984
C 1.2521 0.3782 -0.7324
C 2.2295 -0.6980 -0.0170
C 1.4525 1.7316 -0.0263
H -0.5705 0.1194 1.5479
H -0.9083 0.7016 -0.6472
H -0.2857 -0.9054 -1.3283
H 1.3936 0.3871 -1.7405
H 1.8450 -1.6967 -0.0924
H 3.3808 -0.6547 -0.1346
H 2.1282 -0.4986 1.1193
H 0.9907 2.5378 -0.5553
H 2.5247 2.0404 -0.1921
H 1.3598 1.8975 0.9961
H -4.8063 -0.5935 0.8427
H -5.0505 -1.4997 -0.3868
O -5.2528 -0.6603 0.0245
```

***

Stability check: which of them is most stable? *2*.

***

*1*
Here is 2 unconnected molecules or ions with the total composition C5H12O2 from the Open Molecules 2025 dataset. Energies are from wB97M-V/def2-TZVPD.

Results
Spin multiplicity: 1
SMILES: C/C=C(/O)CCO.[H][H]
HOMO energy in eV: -7.82
Gap between HOMO and LUMO in Ha: 0.30728
Total charge: 0

Geometry as XYZ:
```
19
C5H12O2 (wB97M-V/def2-TZVPD)
C 0.2527 1.1518 -2.3161
C -0.5055 1.3315 -1.0258
C -0.3492 0.6722 0.1292
O -0.9005 1.1619 1.2640
C 0.5170 -0.5656 0.2121
C 0.8011 -1.3332 1.5240
O -0.0523 -0.9779 2.6168
H -0.4007 0.9956 -3.1844
H 0.8240 2.0682 -2.5231
H 0.9748 0.3272 -2.3028
H -2.1258 -0.5703 -0.9607
H -1.2073 2.1576 -0.9839
H 1.4272 -0.0273 -0.0757
H -0.7888 0.4998 1.9679
H 0.2611 -1.2793 -0.5818
H -2.0671 -1.1684 -0.5217
H 1.8405 -1.1279 1.7939
H 0.7200 -2.4182 1.3661
H 0.4834 -0.9580 3.4188
```

***

*2*
Here is C5H12O2 in the gas phase from the Open Molecules 2025 dataset. Energies are from wB97M-V/def2-TZVPD.

Results
Spin multiplicity: 1
HOMO energy in eV: -6.92
Gap between HOMO and LUMO in Ha: 0.28258
Total charge: 0

Geometry as XYZ:
```
19
C5H12O2 (wB97M-V/def2-TZVPD)
C -1.9226 -0.2950 1.0250
O -0.5808 0.0639 0.7439
C -0.3507 0.3740 -0.8204
C -0.3892 1.7854 0.7496
C 1.0956 0.0799 -1.1379
C 1.6455 -1.3275 -0.9071
O 1.7387 -1.6565 0.4666
H -2.6084 0.4992 0.7023
H -2.0159 -0.4583 2.1025
H -2.1690 -1.2144 0.4834
H -1.0029 -0.3737 -1.3035
H 0.6760 1.8225 0.9531
H -0.9719 1.9106 1.6698
H -0.6902 2.5041 -0.0019
H 1.7652 0.7892 -0.6285
H 1.1766 0.3191 -2.2094
H 1.0262 -2.0596 -1.4543
H 2.6645 -1.3996 -1.3083
H 0.9133 -1.3633 0.8749
```

***

*3*
Here is 2 unconnected molecules or ions with the total composition C5H12O2 from the Open Molecules 2025 dataset. Energies are from wB97M-V/def2-TZVPD.

Results
Spin multiplicity: 1
SMILES: C/C=C(/O)CCO.[H][H]
HOMO energy in eV: -8.02
Gap between HOMO and LUMO in Ha: 0.31785
Total charge: 0

Geometry as XYZ:
```
19
C5H12O2 (wB97M-V/def2-TZVPD)
C -1.6730 1.8372 -1.0209
C -0.9829 0.5726 -1.4426
C -0.2616 -0.2473 -0.6718
O 0.2900 -1.3615 -1.2339
C 0.0296 0.0059 0.7967
C 0.3141 -1.2171 1.6580
O 1.4280 -1.9363 1.1204
H -1.2331 2.7152 -1.5119
H -2.7350 1.8198 -1.2952
H -1.6162 2.0145 0.0578
H 2.5159 1.1408 -0.8836
H -1.0572 0.2963 -2.4930
H -0.8316 0.5109 1.2434
H 0.8787 -1.7784 -0.5812
H 0.8762 0.6960 0.8887
H 2.6297 0.4948 -0.5348
H -0.5712 -1.8637 1.7113
H 0.5577 -0.8833 2.6756
H 1.4419 -2.8164 1.5168
```

***

*4*
Here is 2 unconnected molecules or ions with the total composition C5H12O2 from the Open Molecules 2025 dataset. Energies are from wB97M-V/def2-TZVPD.

Results
Spin multiplicity: 1
SMILES: C=C(C)COC.O
HOMO energy in eV: -9.61
Gap between HOMO and LUMO in Ha: 0.38332
Total charge: 0

Geometry as XYZ:
```
19
C5H12O2 (wB97M-V/def2-TZVPD)
C 2.6113 0.3391 -0.5450
O 1.2839 0.5406 -0.1169
C 0.5844 -0.6731 0.0357
C -0.8051 -0.4277 0.5737
C -1.8143 -1.5156 0.3137
C -1.0787 0.6665 1.2830
O -1.0329 2.2676 -1.3263
H 2.6446 -0.2195 -1.4931
H 3.0589 1.3242 -0.6947
H 3.1964 -0.2134 0.2067
H 0.5340 -1.2050 -0.9305
H 1.1280 -1.3354 0.7335
H -1.5474 1.5407 -0.9535
H -2.8266 -1.1801 0.5600
H -1.5962 -2.3993 0.9268
H -1.8037 -1.8395 -0.7351
H -2.0738 0.8526 1.6793
H -0.3157 1.4147 1.4761
H -0.1469 2.0625 -0.9936
```

***

Stability check: which of them is most stable? *4*.

***

*1*
Here is C5H12O2 in the gas phase from the Open Molecules 2025 dataset. Energies are from wB97M-V/def2-TZVPD.

Results
Spin multiplicity: 1
SMILES: CC[C@@H](O)[C@@H](C)O
HOMO energy in eV: -10.11
Gap between HOMO and LUMO in Ha: 0.40187
Total charge: 0

Geometry as XYZ:
```
19
C5H12O2 (wB97M-V/def2-TZVPD)
C 2.2791 0.3683 1.4052
C 0.7737 0.4268 1.1802
C 0.3433 -0.1116 -0.1823
O 0.6504 -1.4865 -0.3273
C -1.1439 0.1720 -0.4182
C -1.5780 -0.0766 -1.8609
O -1.8485 -0.6174 0.5294
H 2.6448 -0.6589 1.3150
H 2.8073 0.9754 0.6587
H 2.5418 0.7519 2.3973
H 0.2326 -0.1392 1.9509
H 0.4236 1.4630 1.2689
H 0.9140 0.3909 -0.9745
H 0.1904 -1.9477 0.3884
H -1.2991 1.2416 -0.2036
H -2.6272 -0.4014 -1.9237
H -1.5074 0.8735 -2.4031
H -0.9533 -0.8331 -2.3500
H -2.7801 -0.6047 0.2831
```

***

*2*
Here is 3 unconnected molecules or ions with the total composition C5H12O2 from the Open Molecules 2025 dataset. Energies are from wB97M-V/def2-TZVPD.

Results
Spin multiplicity: 1
SMILES: C=C/C=C/C.O.O
HOMO energy in eV: -8.82
Gap between HOMO and LUMO in Ha: 0.35134
Total charge: 0

Geometry as XYZ:
```
19
C5H12O2 (wB97M-V/def2-TZVPD)
C -0.1388 -2.3305 -1.3485
C 0.0374 -0.9571 -0.8007
C -0.7150 0.0669 -1.1624
C -0.4921 1.4903 -0.8768
C 0.6959 2.0802 -0.9409
H 0.6752 -3.0480 -1.2253
H -0.3238 -2.3776 -2.4392
H -0.9989 -2.8856 -0.9496
H 0.8221 -0.9618 -0.0556
H -1.4832 -0.0932 -1.9280
H -1.3579 2.1134 -0.6599
H 0.7489 3.1552 -0.7968
H 1.6255 1.5372 -1.0137
H 0.8898 0.2823 2.7012
H 1.9858 0.9212 1.9272
O 1.2573 0.3115 1.8120
H -0.9331 0.8163 2.0175
H -1.1391 -0.5432 2.8663
O -1.1560 0.4224 2.8732
```

***

Stability check: which of them is most stable? *1*.

***

*1*
Here is C5H12O2 in the gas phase from the Open Molecules 2025 dataset. Energies are from wB97M-V/def2-TZVPD.

Results
Spin multiplicity: 1
SMILES: C[C@H](O)C[C@@H](C)O
HOMO energy in eV: -8.65
Gap between HOMO and LUMO in Ha: 0.34776
Total charge: 0

Geometry as XYZ:
```
19
C5H12O2 (wB97M-V/def2-TZVPD)
C 1.2466 0.9372 0.1787
C -1.3213 0.2171 0.1488
C 0.4031 -0.1572 0.6404
C 2.4523 -0.1745 -0.5605
C -2.2928 -0.7778 0.7420
O 0.8075 1.8946 -0.6856
O -1.2330 0.1219 -1.2877
H 0.1954 1.4552 -1.3355
H -1.7810 -0.5890 -1.6572
H 1.8181 1.4059 0.9828
H -1.6278 1.2373 0.4005
H 0.4149 -1.1716 0.2502
H 0.3922 -0.2177 1.7274
H -1.9600 -1.8080 0.5708
H -2.3929 -0.6207 1.8201
H 2.1537 -0.2440 -1.6067
H 3.3980 0.3629 -0.4621
H 2.6176 -1.1722 -0.1521
H -3.2906 -0.6995 0.2855
```

***

*2*
Here is 2 unconnected molecules or ions with the total composition C5H12O2 from the Open Molecules 2025 dataset. Energies are from wB97M-V/def2-TZVPD.

Results
Spin multiplicity: 1
SMILES: CC(C)CC=O.O
HOMO energy in eV: -9.65
Gap between HOMO and LUMO in Ha: 0.37689
Total charge: 0

Geometry as XYZ:
```
19
C5H12O2 (wB97M-V/def2-TZVPD)
O 2.1637 -0.9355 -0.2550
C 1.4915 -0.5469 0.6707
C 0.6126 0.6704 0.5929
C -0.2931 0.7552 -0.6342
C 0.5741 1.3242 -1.8279
C -1.4359 1.7429 -0.3767
H 1.7278 -1.0079 1.6239
H 1.2997 1.5176 0.6490
H 0.0192 0.6787 1.5071
H -0.6619 -0.1997 -0.9929
H 0.5587 0.5939 -2.6317
H 0.2162 2.3094 -2.1168
H 1.6193 1.4032 -1.5360
H -2.2230 1.2679 0.2016
H -1.7952 2.1558 -1.3234
H -1.0314 2.6646 0.0504
H -2.8967 -2.3000 1.9093
H -2.1053 -2.9268 0.7299
O -2.1390 -2.8359 1.6851
```

***

*3*
Here is a molecular structure, C5H12O2 from the Open Molecules 2025 dataset. Energies are from wB97M-V/def2-TZVPD.

Results
Spin multiplicity: 1
HOMO energy in eV: -7.80
Gap between HOMO and LUMO in Ha: 0.29888
Total charge: 0

Geometry as XYZ:
```
19
C5H12O2 (wB97M-V/def2-TZVPD)
C 2.2787 -0.0786 0.8273
C 1.0205 0.7936 0.8106
C -0.2121 0.0570 0.4147
O -0.3481 -1.0923 1.1583
C -1.3480 0.4628 -0.2570
C -1.5455 0.9976 -1.6572
O -0.9730 -2.1831 -0.8328
H 2.2624 -0.9568 1.4947
H 2.4330 -0.4748 -0.1779
H 3.1324 0.5194 1.1367
H 0.7664 1.0834 1.8508
H 1.0897 1.7260 0.2350
H 0.0467 -1.4133 -1.0861
H 0.0833 -1.3173 1.9823
H -2.2979 0.4100 0.2720
H -0.6135 0.9660 -2.2125
H -2.2988 0.4356 -2.2557
H -1.8925 2.0294 -1.6578
H -1.5836 -1.9646 -0.0455
```

***

*4*
Here is a molecular structure, C5H12O2 from the Open Molecules 2025 dataset. Energies are from wB97M-V/def2-TZVPD.

Results
Spin multiplicity: 1
HOMO energy in eV: -9.75
Gap between HOMO and LUMO in Ha: 0.39191
Total charge: 0

Geometry as XYZ:
```
19
C5H12O2 (wB97M-V/def2-TZVPD)
C 2.6209 0.7821 -1.8585
C 1.8968 0.1987 -0.6590
O 1.0750 1.1824 -0.0517
C -0.9892 -0.6126 0.9761
C -2.3980 -0.5863 1.5642
O -2.9799 -0.6159 0.2493
C -1.7286 -0.1967 -0.3054
H 3.1172 1.7081 -1.5534
H 1.9115 1.0251 -2.6570
H 3.3684 0.0899 -2.2576
H 2.6090 -0.1172 0.1096
H 1.3121 -0.6928 -0.9386
H -0.5770 -1.6218 0.8939
H -0.2422 0.0643 1.3856
H -2.7267 -1.4154 2.1960
H -2.6167 0.3698 2.0613
H 0.2430 1.2109 -0.5385
H -1.7399 0.8948 -0.4756
H -1.4917 -0.7031 -1.2490
```

***

Stability check: which of them is most stable? *2*.

***

*1*
Here is C5H12O2 in the gas phase from the Open Molecules 2025 dataset. Energies are from wB97M-V/def2-TZVPD.

Results
Spin multiplicity: 1
SMILES: CCOCCOC
HOMO energy in eV: -9.74
Gap between HOMO and LUMO in Ha: 0.39865
Total charge: 0

Geometry as XYZ:
```
19
C5H12O2 (wB97M-V/def2-TZVPD)
C 2.6347 0.8091 0.1369
C 2.3495 -0.5237 -0.5497
O 0.9890 -0.7249 -0.8666
C 0.1103 -0.7678 0.2347
C -1.2747 -0.4246 -0.2898
O -2.0447 0.0449 0.7903
C -3.2749 0.5767 0.3730
H 2.0918 0.9077 1.0825
H 2.3537 1.6454 -0.5120
H 3.7042 0.8884 0.3596
H 2.7401 -1.3581 0.0524
H 2.8656 -0.5631 -1.5125
H 0.1334 -1.7532 0.7266
H 0.3542 -0.0097 0.9883
H -1.1523 0.3629 -1.0511
H -1.7559 -1.2911 -0.7742
H -3.9244 -0.1936 -0.0726
H -3.1353 1.3782 -0.3712
H -3.7643 0.9965 1.2555
```

***

*2*
Here is 2 unconnected molecules or ions with the total composition C5H12O2 from the Open Molecules 2025 dataset. Energies are from wB97M-V/def2-TZVPD.

Results
Spin multiplicity: 1
SMILES: C[C@@H]1OCC[C@@H]1O.[H][H]
HOMO energy in eV: -9.57
Gap between HOMO and LUMO in Ha: 0.38075
Total charge: 0

Geometry as XYZ:
```
19
C5H12O2 (wB97M-V/def2-TZVPD)
C -1.0218 0.8611 1.5353
C -0.6243 0.7249 0.0633
C 0.8938 0.7111 -0.1323
O 1.4775 -0.0739 0.8947
C 1.0161 0.0226 -1.4860
C -0.0336 -1.0696 -1.3325
O -1.1114 -0.4282 -0.6525
H -2.0878 0.6877 1.7058
H -0.4424 0.2127 2.1947
H -0.8062 1.8987 1.8235
H -1.0403 1.5911 -0.4671
H -1.2248 -1.9818 1.4769
H 1.2916 1.7342 -0.1157
H 2.4103 -0.1936 0.6782
H 2.0254 -0.3445 -1.6990
H 0.7173 0.7172 -2.2790
H 0.3533 -1.9061 -0.7311
H -0.3911 -1.4676 -2.2884
H -1.4016 -1.6958 0.8113
```

***

Stability check: which of them is most stable? *1*.